C2H2FOTl as an isolated structure, computed with wB97M-V/def2-TZVPD.

Cartesian coordinates (Å):
C 0.402 -0.313 0.213
C -0.316 -1.398 0.155
O -0.097 0.964 0.150
H 0.178 -2.346 -0.072
H 0.653 1.453 -0.493
Tl -2.356 0.188 -0.041
F 1.762 0.041 -0.455

Output
Total charge: 0
Orbital gap (eV): 8.13
HOMO level (eV): -8.47